{
  "formula": "C4H11NO2",
  "method": "ωB97M-V/def2-TZVPD",
  "elements": ["H", "H", "H", "C", "H", "H", "H", "H", "H", "H", "N", "C", "C", "O", "O", "H", "H", "C"],
  "xyz": [[3.70816, -0.97699, -0.95782], [0.73882, 1.15599, 0.91817], [1.78513, 1.23230, -0.52536], [1.24352, -0.72785, 0.12598], [1.09465, -1.36142, 0.99880], [-1.61839, 0.32548, -0.76044], [-3.30536, 0.86082, 1.79518], [2.45812, 0.75793, 1.04769], [-3.39229, 0.12596, -0.60950], [0.18188, -1.97426, -0.96960], [0.51271, -1.01591, -0.96856], [1.58598, 0.69606, 0.39963], [-2.40294, 0.55321, 1.22556], [2.77595, -1.22023, -1.02718], [-1.45005, 0.09768, 1.80877], [-2.69164, 1.73186, -0.51570], [1.29424, -0.94317, -1.72321], [-2.51850, 0.68253, -0.26243]],
  "forces_ev_per_angstrom": [[-0.0100, 0.0362, 0.3055], [0.0180, -0.0670, -0.0213], [-0.0468, -0.0466, -0.0278], [1.2370, 0.1697, -0.8183], [0.3717, -0.0963, -0.1372], [-0.0284, -0.0234, 0.0395], [0.1216, 0.0843, 0.0311], [-0.0128, 0.0222, 0.0179], [-0.0096, 0.0039, 0.0488], [0.0224, 0.0685, 0.0516], [-0.0302, -0.1845, -1.2371], [0.1336, -0.0583, 0.0836], [-0.1741, -0.3688, 0.0042], [-0.2291, 0.0480, 1.1050], [-0.0697, 0.1664, -0.0937], [-0.0439, -0.0028, 0.0036], [-1.4339, 0.1092, 0.6642], [0.1843, 0.1395, -0.0196]],
  "lowdin_charge": [-0.005, 0.070, 0.085, -0.246, 0.132, 0.051, 0.115, 0.083, 0.082, 0.097, 0.029, -0.072, -0.312, -0.279, 0.026, 0.082, 0.116, -0.055],
  "de_lowest_kcal_mol": 75.4,
  "e_homo_ev": -9.35,
  "orbital_gap_ha": 0.37798,
  "energy_ha": -364.1480,
  "multiplicity": 1
}



{
  "formula": "C4H11NO2",
  "method": "ωB97M-V/def2-TZVPD",
  "elements": ["H", "C", "H", "H", "H", "C", "O", "H", "H", "H", "H", "C", "H", "O", "C", "H", "N", "H"],
  "xyz": [[1.47738, 1.14304, 0.79028], [-0.83889, -2.69682, 1.73900], [-0.55795, -3.61639, 1.09904], [-0.32945, -2.76648, 2.72317], [2.67244, 5.80266, -2.93778], [0.70755, 0.44911, 0.39948], [0.45702, -0.14795, 2.62723], [-1.58961, -2.35663, -0.61852], [-2.61749, -1.17082, -0.18480], [1.88585, 5.79311, -4.26945], [-1.03447, -0.87140, -1.03174], [-1.51708, -1.38609, -0.23449], [1.12342, -0.17326, -0.43691], [2.81720, 5.50394, -3.93958], [0.14132, -0.33176, 1.46513], [-1.89776, -2.81643, 1.94768], [-0.72591, -1.42301, 1.05102], [-0.17356, 1.06517, -0.18874]],
  "forces_ev_per_angstrom": [[-0.6582, -0.3696, -0.3117], [-0.3114, -0.8670, 0.2438], [-0.0422, 1.5829, 0.7032], [-0.0318, 0.4673, -0.8478], [0.8690, -1.0819, -3.0853], [-0.8907, 2.6765, -3.8464], [-0.3348, -0.5684, -0.5324], [0.3962, -1.9340, -0.3621], [0.9894, 0.7477, 0.6114], [2.4385, -0.8600, 0.4111], [0.2708, 0.9471, -0.2654], [-0.1241, 0.0671, 1.5528], [-0.2000, 0.3908, 0.9287], [-3.3087, 1.9415, 2.6759], [-1.4414, -2.9094, 1.3238], [-0.2800, -0.3844, 0.2566], [0.4646, 1.3451, -1.0816], [2.1949, -1.1914, 1.6256]],
  "lowdin_charge": [0.091, -0.091, 0.106, 0.092, 0.093, -0.045, 0.063, 0.047, 0.101, 0.068, 0.056, -0.062, 0.096, -0.161, -0.518, 0.071, -0.151, 0.143],
  "de_lowest_kcal_mol": 49.0,
  "e_homo_ev": -8.98,
  "orbital_gap_ha": 0.35548,
  "energy_ha": -364.1901,
  "multiplicity": 1
}